Entry 1:
56
Properties=species:S:1:pos:R:3:forces:R:3:lowdin_spin:R:1 method="wB97M-V/def2-TZVPD" charge=+3 e_above_lowest_kj_mol=0.0 energy_ha=-5952.2114 e_homo_ev="-16.32 / -16.90" spin_multiplicity=6 orbital_gap_ev="7.5198 / 3.6327"
Ir 11.926379 7.783715 13.387971 -0.99 0.69 -0.67 2.332
Cl 17.329162 7.788818 17.072661 -1.37 -0.44 -0.39 0.112
C 15.830025 7.253686 16.411776 0.63 -0.20 0.65 0.195
C 15.498520 7.618086 15.085678 0.44 0.20 -1.94 0.056
Cl 16.450127 8.673349 14.112196 0.32 -0.10 0.83 0.016
C 14.476206 6.997840 14.422515 0.02 0.57 -0.25 0.088
Cl 14.258120 7.191661 12.674196 0.80 -0.59 0.65 0.175
C 13.433298 6.322475 15.119126 -1.00 -1.12 0.13 0.171
O 12.293502 6.100672 14.512701 2.46 -0.73 2.31 0.308
C 13.728957 5.921982 16.504345 1.50 1.03 -0.42 0.153
Cl 12.639384 5.018996 17.391184 -0.23 -0.14 -0.17 0.083
C 14.980587 6.330703 17.071303 -0.76 -0.57 -0.30 -0.030
Cl 15.496045 5.609914 18.516860 -0.11 0.27 0.09 -0.020
C 14.324499 13.451682 14.030670 0.40 0.11 1.48 0.019
C 14.361012 12.177207 14.623163 -0.36 0.53 -0.51 0.028
C 13.678273 11.129627 14.056365 -0.43 -1.22 0.35 0.007
C 12.842411 11.377238 12.951975 0.67 -0.20 -0.10 0.053
C 12.768963 12.669983 12.399949 0.42 -0.22 -0.64 0.040
C 13.544875 13.717019 12.971369 -2.27 -0.40 -2.07 0.004
As 11.787564 9.885922 12.265938 -1.11 2.69 0.68 0.096
C 9.930218 10.614248 12.520819 -0.84 0.90 -1.59 0.032
C 9.479194 10.894489 13.807890 3.02 -1.21 1.27 0.005
C 8.187362 11.250933 14.053175 -0.33 0.35 -0.72 0.001
C 7.307058 11.521164 13.023930 -1.13 -1.46 -0.24 0.002
C 7.705117 11.280311 11.701023 0.70 0.50 0.04 0.003
C 9.035743 10.916786 11.443680 0.74 -1.07 0.73 0.003
C 12.292999 9.840370 10.424557 -1.08 -0.16 -0.37 0.227
C 13.641828 10.006820 10.076282 3.04 0.98 0.05 0.147
C 14.054518 10.126175 8.746452 -1.16 -0.96 0.15 0.005
C 13.078493 9.938825 7.727111 2.03 1.39 0.88 0.252
C 11.747301 9.731231 8.089257 -2.42 -0.73 -0.49 0.177
C 11.370762 9.655161 9.407984 -1.93 -1.13 0.28 0.015
H 14.780771 14.335645 14.441555 0.56 -0.24 0.58 0.001
H 14.777146 12.033510 15.583484 0.90 -0.04 0.69 0.001
H 13.744651 10.106787 14.554981 -0.26 1.40 -0.78 0.005
H 12.213181 12.822596 11.454912 0.06 0.14 0.87 0.000
H 13.392310 14.746665 12.620852 0.34 -0.59 -0.06 0.000
H 10.207139 10.772590 14.684521 -1.18 0.02 -1.18 0.000
H 7.830264 11.223053 15.040561 -0.29 0.45 1.22 0.000
H 6.245860 11.617095 13.331943 0.76 0.44 -0.69 0.000
H 7.034551 11.366259 10.846001 0.05 0.19 0.37 0.000
H 9.388986 10.736649 10.428607 -0.53 0.30 0.28 0.000
H 14.385040 10.113400 10.924004 -0.76 -0.11 -1.20 0.002
H 15.075701 10.242129 8.425857 0.24 0.18 0.35 -0.003
H 13.383336 10.108572 6.706387 -0.12 -0.33 -0.26 0.009
H 10.954027 9.586607 7.319314 0.87 0.13 0.54 0.004
H 10.330922 9.304798 9.676085 1.29 0.74 -0.56 -0.002
N 6.625733 7.485154 13.792576 2.80 0.65 -0.87 0.012
N 7.983284 7.263119 14.189282 -0.08 -0.68 0.23 0.028
N 8.327598 6.937344 15.474500 1.54 0.29 -2.03 0.004
C 9.678427 6.900580 15.342173 -1.46 0.16 0.29 0.034
N 10.060713 7.241889 14.113281 -0.67 -1.01 -0.15 0.133
N 9.016533 7.379453 13.360410 -3.07 1.06 0.13 0.014
H 5.976213 7.109766 14.434444 -0.44 -0.74 1.07 0.001
H 6.474151 7.183894 12.827649 0.28 -0.02 0.40 0.001
H 10.469090 6.554641 15.974444 -0.47 0.04 1.05 0.001

Entry 2:
9
Properties=species:S:1:pos:R:3:forces:R:3:mulliken_charge:R:1 method="wB97M-V/def2-TZVPD" charge=0 e_above_lowest_kj_mol=180.6 energy_ha=-903.7724 e_homo_ev=-10.09 orbital_gap_ev=9.0112
C 2.700850 -0.091785 0.183456 -2.50 0.46 1.02 0.312
C -1.974864 -0.182904 -1.684131 -0.20 -0.03 0.11 0.300
C 1.519207 -0.131427 0.500960 1.01 -0.57 -0.33 -0.677
C -1.278293 -0.189961 -0.714961 1.19 -0.09 1.20 -0.680
Si -0.280234 -0.287094 0.814352 -0.35 3.74 -0.91 0.416
Cl -0.829976 2.190478 1.708414 0.64 -2.98 -0.79 -0.437
H 3.708716 0.188329 0.050604 0.54 -0.21 -0.29 0.407
H -2.672690 -0.184532 -2.457672 -0.51 0.04 -0.86 0.398
H -0.892715 -1.311104 1.598978 0.17 -0.35 0.85 -0.038

Entry 3:
11
Properties=species:S:1:pos:R:3:forces:R:3:mulliken_charge:R:1 method="wB97M-V/def2-TZVPD" smiles="COC(C)=S" charge=0 e_above_lowest_kj_mol=96.3 energy_ha=-591.2963 e_homo_ev=-8.50 orbital_gap_ev=9.1476
C -2.108888 -0.491082 0.090864 -1.21 -1.19 0.10 -0.718
C 0.167369 0.132035 -0.074485 1.36 0.94 0.44 0.470
C -0.298440 1.590500 -0.017547 1.22 0.25 -0.05 -1.035
H -2.573399 -1.514488 0.058918 0.10 1.19 0.58 0.252
H -2.285851 0.084589 1.014394 -0.05 -0.48 -0.30 0.296
H -2.487343 0.019827 -0.764630 -0.53 0.71 -0.54 0.352
H -0.693859 1.817665 0.981167 0.21 -0.10 -0.09 0.338
H -1.089991 1.866794 -0.718076 0.11 -0.33 -0.14 0.324
H 0.596624 2.231588 -0.206933 -0.86 -0.51 0.26 0.293
O -0.766957 -0.778018 -0.119454 0.96 -1.11 0.03 -0.283
S 1.756827 -0.354409 0.037362 -1.30 0.62 -0.29 -0.287